Below is a molecular structure, C47H77BCsN4P2, with properties calculated with ωB97M-V with the def2-TZVPD basis set.

Cartesian coordinates (Å):
Cs: 0.0987 -0.6073 0.8147
C: 0.5464 -2.0461 3.4787
C: 1.5335 -1.0380 3.6308
C: 0.8328 0.1908 3.8532
C: -0.5488 -0.1277 3.8546
C: -0.7343 -1.4945 3.6223
C: -2.0422 -2.2653 3.6659
C: -3.2376 -1.3104 3.6969
C: -2.1989 -3.1944 2.4519
C: -2.0726 -3.1206 4.9420
C: 1.2612 1.6257 4.1827
C: 2.5456 2.0980 3.4972
C: 1.4129 1.7942 5.7036
C: 0.1684 2.6125 3.7365
C: 3.0276 -1.3927 3.6192
C: 3.8344 -0.7310 2.4727
C: 3.1958 -2.9127 3.4461
C: 3.6871 -1.0609 4.9647
H: 0.7444 -3.0953 3.3049
H: -1.3432 0.5777 4.0534
H: -3.2568 -0.6523 2.8251
H: -3.2126 -0.6822 4.5889
H: -4.1757 -1.8728 3.7106
H: -2.3034 -2.6295 1.5194
H: -3.1055 -3.7973 2.5605
H: -1.3445 -3.8659 2.3481
H: -1.9477 -2.4847 5.8195
H: -1.2546 -3.8429 4.9383
H: -3.0187 -3.6646 5.0315
H: 3.4281 1.5934 3.8749
H: 2.6869 3.1681 3.6734
H: 2.5000 1.9389 2.4173
H: 2.1799 1.1336 6.1044
H: 0.4726 1.5459 6.1984
H: 1.6767 2.8259 5.9596
H: -0.0681 2.4939 2.6753
H: 0.5011 3.6406 3.8984
H: -0.7474 2.4831 4.3120
H: 3.2024 -0.4543 1.6270
H: 4.6036 -1.4105 2.0988
H: 4.3416 0.1771 2.7877
H: 2.7858 -3.2607 2.4967
H: 2.7024 -3.4584 4.2509
H: 4.2598 -3.1633 3.4611
H: 3.7032 0.0064 5.1660
H: 4.7234 -1.4164 4.9790
H: 3.1444 -1.5442 5.7790
C: -1.6050 3.8626 0.1388
C: -0.6779 3.6081 -1.0528
C: 0.0202 4.9394 -1.3839
C: 0.3972 2.6142 -0.6403
P: -1.6886 3.2739 -2.6131
C: -0.4994 2.7612 -3.9290
N: 0.3835 1.6121 -3.9229
B: 0.5877 0.4775 -2.9588
N: 1.6182 -0.2810 -3.7148
C: 2.2531 -1.5089 -3.3283
P: 1.2017 -2.5512 -2.2177
C: 2.5699 -3.5707 -1.4178
C: 3.7386 -4.0506 -2.2801
C: 1.9602 -4.7661 -0.6810
C: 3.0964 -2.6026 -0.3495
C: 0.2711 -3.6143 -3.4621
C: -0.8519 -4.3361 -2.7090
C: 1.0885 -4.6384 -4.2487
C: -0.3832 -2.6423 -4.4531
C: 1.9722 0.3171 -4.8998
C: 2.8903 -0.0355 -5.8749
C: 3.0137 0.7789 -7.0050
C: 2.2412 1.9174 -7.1452
C: 1.3190 2.2871 -6.1607
C: 1.1907 1.4895 -5.0354
C: -3.0040 1.9209 -2.5435
C: -3.8543 2.2100 -3.7943
C: -3.9051 2.1477 -1.3260
C: -2.6120 0.4482 -2.5842
H: -1.0305 4.3472 0.9348
H: -2.4426 4.5146 -0.1206
H: -2.0049 2.9368 0.5490
H: 0.5825 5.2688 -0.5057
H: 0.7307 4.8273 -2.2047
H: -0.6986 5.7140 -1.6537
H: 0.9092 2.9856 0.2570
H: -0.0168 1.6290 -0.4445
H: 1.1280 2.4576 -1.4298
H: -1.1408 2.7181 -4.8230
H: 0.0953 3.6731 -4.0899
H: 2.5016 -2.0992 -4.2201
H: 3.2079 -1.3232 -2.8193
H: 3.4343 -4.8027 -3.0058
H: 4.2150 -3.2344 -2.8235
H: 4.5034 -4.5014 -1.6387
H: 1.6472 -5.5559 -1.3650
H: 2.7001 -5.1934 0.0028
H: 1.0920 -4.4689 -0.0861
H: 3.5207 -1.6898 -0.7732
H: 2.2734 -2.3080 0.3024
H: 3.8647 -3.0808 0.2636
H: -0.4737 -5.0476 -1.9745
H: -1.4884 -3.6200 -2.1852
H: -1.4752 -4.8887 -3.4190
H: 1.4556 -5.4450 -3.6133
H: 0.4597 -5.0905 -5.0226
H: 1.9430 -4.1817 -4.7514
H: -0.9315 -1.8526 -3.9366
H: 0.3485 -2.1565 -5.1002
H: -1.0786 -3.2037 -5.0849
H: 3.5086 -0.9178 -5.7661
H: 3.7276 0.5147 -7.7761
H: 2.3506 2.5372 -8.0272
H: 0.7229 3.1825 -6.2801
H: -4.2663 3.2200 -3.7733
H: -3.2771 2.0968 -4.7133
H: -4.6778 1.4909 -3.8335
H: -4.1659 3.2010 -1.1949
H: -4.8330 1.5825 -1.4626
H: -3.4437 1.7886 -0.4083
H: -2.0624 0.2064 -3.4941
H: -1.9367 0.1726 -1.7749
H: -3.5225 -0.1611 -2.5468
N: -2.0107 5.4334 4.4147
C: -2.7284 4.7990 3.7800
C: -3.6594 4.0479 2.9920
C: -4.6319 4.7154 2.2490
C: -5.5164 3.9540 1.5086
C: -5.3877 2.5709 1.5459
N: -4.4581 1.9289 2.2473
C: -3.6058 2.6540 2.9570
H: -4.6849 5.7951 2.2524
H: -6.2861 4.4152 0.9065
H: -6.0653 1.9480 0.9731
H: -2.8408 2.1183 3.5055

* total charge: -1
* max |F|: 0.71 eV Å⁻¹
* multiplicity: 1
* orbital gap: 4.5 eV
* ΔE to the lowest compared entry with this formula, charge and spin: 21.3 kcal per mole

Atom charges from the Löwdin analysis, given in e for atoms 1 to 99: atom 1 (Cs): 1.035, atom 2 (C): -0.183, atom 3 (C): -0.235, atom 4 (C): -0.228, atom 5 (C): -0.152, atom 6 (C): -0.373, atom 7 (C): -0.565, atom 8 (C): -0.067, atom 9 (C): -0.061, atom 10 (C): -0.052, atom 11 (C): -0.527, atom 12 (C): -0.048, atom 13 (C): -0.042, atom 14 (C): -0.079, atom 15 (C): -0.511, atom 16 (C): -0.048, atom 17 (C): -0.082, atom 18 (C): -0.052, atom 19 (H): 0.090, atom 20 (H): 0.070, atom 21 (H): 0.070, atom 22 (H): 0.082, atom 23 (H): 0.081, atom 24 (H): 0.061, atom 25 (H): 0.079, atom 26 (H): 0.076, atom 27 (H): 0.086, atom 28 (H): 0.079, atom 29 (H): 0.075, atom 30 (H): 0.051, atom 31 (H): 0.083, atom 32 (H): 0.082, atom 33 (H): 0.064, atom 34 (H): 0.085, atom 35 (H): 0.081, atom 36 (H): 0.075, atom 37 (H): 0.080, atom 38 (H): 0.055, atom 39 (H): 0.054, atom 40 (H): 0.073, atom 41 (H): 0.060, atom 42 (H): 0.062, atom 43 (H): 0.084, atom 44 (H): 0.081, atom 45 (H): 0.050, atom 46 (H): 0.081, atom 47 (H): 0.092, atom 48 (C): -0.118, atom 49 (C): -0.696, atom 50 (C): -0.129, atom 51 (C): -0.155, atom 52 (P): 1.132, atom 53 (C): -0.341, atom 54 (N): -0.034, atom 55 (B): -0.303, atom 56 (N): -0.078, atom 57 (C): -0.336, atom 58 (P): 1.080, atom 59 (C): -0.707, atom 60 (C): -0.087, atom 61 (C): -0.102, atom 62 (C): -0.154, atom 63 (C): -0.706, atom 64 (C): -0.113, atom 65 (C): -0.098, atom 66 (C): -0.094, atom 67 (C): -0.204, atom 68 (C): -0.036, atom 69 (C): -0.135, atom 70 (C): -0.134, atom 71 (C): -0.039, atom 72 (C): -0.202, atom 73 (C): -0.701, atom 74 (C): -0.137, atom 75 (C): -0.132, atom 76 (C): -0.116, atom 77 (H): 0.083, atom 78 (H): 0.074, atom 79 (H): 0.058, atom 80 (H): 0.083, atom 81 (H): 0.071, atom 82 (H): 0.066, atom 83 (H): 0.080, atom 84 (H): -0.087, atom 85 (H): 0.057, atom 86 (H): 0.077, atom 87 (H): 0.076, atom 88 (H): 0.075, atom 89 (H): 0.084, atom 90 (H): 0.059, atom 91 (H): 0.071, atom 92 (H): 0.082, atom 93 (H): 0.063, atom 94 (H): 0.084, atom 95 (H): 0.076, atom 96 (H): 0.080, atom 97 (H): -0.012, atom 98 (H): 0.085, atom 99 (H): 0.059